[1]
The following is a quantum chemistry calculation of a cluster of 2 separate species, C6H15NO2 in total at a distorted geometry, from OMol25.

ORCA input file:
```
! RIJCOSX wB97M-V def2-TZVPD def2/J DEFGRID3
* xyz 0 1
H -0.71 0.02 2.94
H 3.79 2.43 1.48
H 2.01 0.46 0.50
H 0.29 -0.91 -0.56
C 1.63 2.80 0.91
H 0.78 3.92 3.86
H -1.25 1.20 4.17
H 0.43 0.59 4.20
H 2.88 3.51 2.59
C -0.40 0.89 3.54
O -0.37 3.17 2.86
H 1.02 3.72 0.89
N 0.90 1.78 1.64
H 1.87 2.54 -0.14
C 0.00 0.00 0.00
O 1.45 4.07 4.57
H 2.11 3.35 4.45
H 1.15 -0.40 1.81
C 3.02 3.22 1.53
C 0.03 2.07 2.67
H -0.99 -0.17 0.46
C 1.06 0.42 1.07
H 3.38 4.10 0.97
H -0.08 0.84 -0.71
*
```

E_HOMO   -9.4831 eV
Energy relative to the best compared isomer or geometry (same formula, charge and spin)   0.970 eV

[2]
The following is a quantum chemistry calculation of a structure of composition C6H15NO2 at a distorted geometry, from OMol25.

ORCA input file:
```
! RIJCOSX wB97M-V def2-TZVPD def2/J DEFGRID3
* xyz 0 1
H -3.59 -0.44 0.51
H 0.31 0.61 1.44
H -1.38 0.99 -0.82
H -3.81 0.09 2.17
H -1.19 1.90 2.06
N 1.48 -0.02 0.73
H 4.31 -0.72 -2.44
H 3.47 0.86 -2.41
H -3.32 1.27 0.95
O 2.21 -1.86 -1.08
O 2.18 0.31 -0.46
H -0.40 0.62 3.04
H -0.18 0.05 -1.70
H -1.52 -1.13 1.68
C 3.34 -0.22 -2.45
H 1.50 -1.05 0.75
C -1.79 -0.08 1.60
C -0.96 0.00 -0.93
H -0.25 -0.37 -0.10
C 2.53 -0.71 -1.27
H -1.72 -0.70 -1.25
C -3.20 0.23 1.27
H 2.83 -0.51 -3.37
C -0.86 0.87 2.08
*
```

E_HOMO (spin up / spin down)   -7.3045 / -7.3074 eV
Energy relative to the best compared isomer or geometry (same formula, charge and spin)   6.624 eV

[3]
The following is a quantum chemistry calculation of a cluster of 2 separate species, C6H15NO2S2 in total at a distorted geometry, from OMol25.

ORCA input file:
```
! RIJCOSX wB97M-V def2-TZVPD def2/J DEFGRID3
* xyz 0 1
H 2.34 -0.57 3.74
C 2.36 -0.61 2.73
H 2.79 -1.32 2.13
H 2.01 2.77 2.50
H -2.22 1.23 -0.30
H -0.53 -1.26 -2.59
H -1.66 0.86 1.27
C -1.63 0.48 0.14
C 0.76 -0.02 0.42
H 0.58 1.41 -1.95
O -0.16 0.41 2.91
C 0.30 -0.46 -2.65
S 1.99 2.52 1.17
O 0.06 -1.87 2.08
H 0.39 -0.14 -3.59
H -1.05 1.16 -2.01
H -1.98 -1.48 0.93
C -2.45 -0.80 0.28
C -0.13 0.67 -1.79
H -2.45 -1.19 -0.67
H 1.11 -1.15 -2.27
H -3.57 -0.48 0.45
H 1.78 -0.35 0.00
S 0.66 -0.52 2.18
N -0.29 0.31 -0.34
H 2.96 0.30 2.42
*
```

E_HOMO (spin up / spin down)   -7.5081 / -7.5121 eV
Energy relative to the best compared isomer or geometry (same formula, charge and spin)   1.323 eV